{
  "formula": "C3H2NO4PS",
  "method": "ωB97M-V/def2-TZVPD",
  "species": ["H", "S", "O", "O", "N", "O", "O", "C", "C", "C", "P", "H"],
  "coordinates": [[-1.12940, 1.52611, -0.18668], [0.83900, -1.66020, -0.50058], [0.82191, 2.59995, 0.18824], [-1.46586, -3.05181, -0.04533], [-1.56658, -0.77084, -0.23616], [3.10514, 1.41553, -0.04403], [1.46188, 0.80370, 1.71806], [0.67548, 0.09951, -0.70102], [-0.90105, -1.96739, -0.21243], [-0.86886, 0.41735, -0.30461], [1.69101, 1.42500, 0.41803], [-2.66267, -0.83690, -0.09349]],
  "atomic_forces_ev_per_a": [[0.05, -2.11, 0.00], [-1.42, 0.83, -0.18], [-1.00, 2.20, -1.00], [-0.05, -0.22, -0.12], [-3.43, 0.45, 0.87], [1.17, 0.25, -0.93], [-0.35, -1.79, 3.22], [-5.75, 1.36, 2.73], [0.56, -0.02, -0.10], [6.51, -0.61, -2.76], [0.40, -0.50, -1.41], [3.30, 0.16, -0.32]],
  "smiles": "O=c1[nH]cc(P(=O)([O-])[O-])s1",
  "total_energy_ha": -1210.7990,
  "largest_force_ha_per_bohr": 0.1380,
  "homo_energy_ev": 0.2661,
  "total_charge": -2,
  "e_above_lowest_ev": 0.970
}